Computed, not measured: 5 unconnected molecules or ions with the total composition C39H76F4INO18PS4 in a non-equilibrium geometry, with ωB97M-V/def2-TZVPD.

Total charge: +1
Lowest unoccupied orbital energy (eV): -2.4
HOMO level (eV): -10.68
Calculated total energy (hartree): -5571.59730

Each atom is followed by the atoms it is bonded to, with distances in Å.
Element x y z (Å)
1 I -2.991 -0.885 -2.444  C48 2.154
2 S 0.652 4.091 7.857  O12 1.446, O17 1.443, C31 1.786, C59 1.795
3 S -4.907 2.827 9.399  O15 1.445, O25 1.439, C54 1.789, C67 1.798
4 S 0.601 0.853 -9.956  O18 1.441, O20 1.443, C32 1.790, C61 1.797
5 S 3.542 -0.155 5.896  O16 1.442, O27 1.451, C44 1.794, C66 1.786
6 P -0.887 -5.418 -0.207  O11 1.566, O14 1.584, O21 1.449, N29 1.824
7 F 2.874 -0.909 -0.376  C53 1.356
8 F 2.689 0.865 -1.675  C53 1.356
9 F 0.510 0.177 -2.668  C60 1.364
10 F -0.290 -0.487 -0.761  C60 1.386
11 O -0.312 -5.177 1.230  P6 1.566, H116 0.970
12 O 0.576 2.792 8.488  S2 1.446
13 O 0.533 4.646 -3.230  C37 1.417, C65 1.418
14 O -2.414 -5.760 0.032  P6 1.584, H75 0.970
15 O -3.648 3.533 9.356  S3 1.445
16 O 4.450 -1.268 6.023  S5 1.442
17 O 1.900 4.585 7.329  S2 1.443
18 O 1.957 1.174 -9.592  S4 1.441
19 O 0.514 -6.454 -4.116  O28 1.421, H112 0.968
20 O -0.448 0.828 -8.967  S4 1.443
21 O -0.217 -6.458 -0.963  P6 1.449
22 O 1.385 -4.238 -1.029  C30 1.396, H93 0.976
23 O -1.975 -5.064 -2.702  C55 1.398, H142 0.963
24 O 1.773 -3.298 1.144  C35 1.393, C38 1.433
25 O -5.940 3.104 8.435  S3 1.439
26 O 0.006 -2.124 -3.223  C42 1.442, C62 1.396
27 O 2.395 -0.254 5.012  S5 1.451
28 O 0.651 -5.108 -3.680  O19 1.421, C64 1.426
29 N -0.888 -3.784 -1.018  P6 1.824, C30 1.538, C55 1.524, H140 1.032
30 C 0.512 -3.151 -0.949  O22 1.396, N29 1.538, C35 1.570, C42 1.572
31 C -0.611 4.186 6.597  S2 1.786, C41 1.528, H81 1.088, H110 1.090
32 C 0.575 -0.695 -10.854  S4 1.790, C50 1.526, H111 1.087, H139 1.089
33 C -0.050 0.955 -12.542  C50 1.535, C61 1.535, H76 1.091, H135 1.088
34 C -6.114 1.532 11.332  C54 1.525, C58 1.535, H85 1.088, H114 1.092
35 C 0.710 -2.644 0.524  O24 1.393, C30 1.570, H129 1.099, H134 1.083
36 C -3.923 -3.397 -1.004  C48 1.542, C56 1.535, H80 1.091, H89 1.088
37 C -0.836 4.783 -3.570  O13 1.417, H95 1.090, H115 1.085, H121 1.091
38 C 2.297 -2.559 2.255  O24 1.433, C63 1.517, H124 1.087, H138 1.090
39 C 3.814 2.406 6.363  C57 1.534, C66 1.527, H98 1.089, H123 1.087
40 C 2.265 -2.439 -2.690  C42 1.539, C52 1.538, H79 1.083, H106 1.087
41 C -1.833 4.725 7.339  C31 1.528, C68 1.532, H126 1.087, H143 1.089
42 C 0.886 -2.126 -2.080  O26 1.442, C30 1.572, C40 1.539, C60 1.569
43 C 2.350 -1.791 -5.217  C47 1.543, C52 1.535, H70 1.091, H119 1.086
44 C 2.993 0.383 7.517  S5 1.794, C57 1.533, H137 1.089, H141 1.087
45 C 1.874 2.989 -6.189  C46 1.542, C49 1.548, H72 1.089, H73 1.088
46 C 2.128 3.792 -4.898  C45 1.542, C65 1.544, H128 1.087, H133 1.087
47 C 3.017 -0.761 -6.152  C43 1.543, C51 1.538, H100 1.088, H125 1.086
48 C -3.053 -3.026 -2.222  I1 2.154, C36 1.542, C55 1.553, H74 1.084
49 C 2.838 1.796 -6.399  C45 1.548, C51 1.522, H103 1.090, H127 1.086
50 C -0.390 -0.444 -12.010  C32 1.526, C33 1.535, H130 1.089, H132 1.092
51 C 2.102 0.469 -6.280  C47 1.538, C49 1.522, H88 1.088, H99 1.093
52 C 2.764 -1.469 -3.774  C40 1.538, C43 1.535, H87 1.089, H92 1.084
53 C 2.009 0.009 -0.873  F7 1.356, F8 1.356, C60 1.558, H97 1.093
54 C -5.604 2.940 11.043  S3 1.789, C34 1.525, H131 1.090, H136 1.087
55 C -1.684 -3.751 -2.318  O23 1.398, N29 1.524, C48 1.553, C62 1.551
56 C -5.258 -2.641 -0.941  C36 1.535, H84 1.082, H94 1.084, H107 1.089
57 C 3.618 1.764 7.743  C39 1.534, C44 1.533, H108 1.093, H118 1.084
58 C -5.020 0.578 10.831  C34 1.535, C67 1.534, H83 1.091, H104 1.088
59 C -0.063 5.316 8.957  S2 1.795, C68 1.534, H90 1.087, H122 1.088
60 C 0.796 -0.633 -1.609  F9 1.364, F10 1.386, C42 1.569, C53 1.558
61 C 0.080 1.888 -11.330  S4 1.797, C33 1.535, H71 1.088, H102 1.087
62 C -0.843 -3.197 -3.497  O26 1.396, C55 1.551, C64 1.510, H117 1.093
63 C 1.431 -2.680 3.494  C38 1.517, H77 1.089, H86 1.088, H91 1.088
64 C -0.236 -4.249 -4.394  O28 1.426, C62 1.510, H78 1.084, H105 1.094
65 C 1.128 3.475 -3.765  O13 1.418, C46 1.544, H69 1.090, H96 1.091
66 C 4.451 1.328 5.488  S5 1.786, C39 1.527, H101 1.090, H144 1.088
67 C -4.601 1.055 9.434  S3 1.798, C58 1.534, H82 1.087, H120 1.088
68 C -1.312 5.848 8.243  C41 1.532, C59 1.534, H109 1.088, H113 1.092
69 H 0.381 2.759 -4.106  C65 1.090
70 H 2.680 -2.803 -5.451  C43 1.091
71 H -0.874 2.336 -11.059  C61 1.088
72 H 0.843 2.641 -6.195  C45 1.089
73 H 1.986 3.672 -7.029  C45 1.088
74 H -3.591 -3.366 -3.100  C48 1.084
75 H -2.754 -5.254 0.787  O14 0.970
76 H 0.898 0.919 -13.082  C33 1.091
77 H 0.427 -2.288 3.336  C63 1.089
78 H -0.984 -4.825 -4.928  C64 1.084
79 H 3.024 -2.528 -1.923  C40 1.083
80 H -3.386 -3.222 -0.070  C36 1.091
81 H -0.760 3.199 6.164  C31 1.088
82 H -3.548 0.879 9.233  C67 1.087
83 H -4.164 0.620 11.506  C58 1.091
84 H -5.197 -1.741 -0.342  C56 1.082
85 H -6.317 1.393 12.392  C34 1.088
86 H 1.921 -2.124 4.292  C63 1.088
87 H 3.849 -1.562 -3.776  C52 1.089
88 H 1.491 0.360 -7.173  C51 1.088
89 H -4.205 -4.442 -1.116  C36 1.088
90 H 0.675 6.093 9.139  C59 1.087
91 H 1.367 -3.736 3.746  C63 1.088
92 H 2.556 -0.418 -3.609  C52 1.084
93 H 1.202 -4.779 -1.819  O22 0.976
94 H -5.666 -2.461 -1.930  C56 1.084
95 H -0.928 5.084 -4.614  C37 1.090
96 H 1.680 3.016 -2.944  C65 1.091
97 H 1.619 0.596 -0.038  C53 1.093
98 H 2.851 2.699 5.950  C39 1.089
99 H 1.423 0.520 -5.425  C51 1.093
100 H 3.955 -0.436 -5.706  C47 1.088
101 H 5.493 1.156 5.756  C66 1.090
102 H 0.824 2.665 -11.482  C61 1.087
103 H 3.617 1.861 -5.640  C49 1.090
104 H -5.365 -0.454 10.803  C58 1.088
105 H 0.324 -3.709 -5.162  C64 1.094
106 H 2.220 -3.414 -3.168  C40 1.087
107 H -5.966 -3.297 -0.435  C56 1.089
108 H 4.590 1.658 8.229  C57 1.093
109 H -2.066 6.165 8.960  C68 1.088
110 H -0.263 4.882 5.834  C31 1.090
111 H 0.260 -1.493 -10.186  C32 1.087
112 H 0.820 -6.451 -5.034  O19 0.968
113 H -1.048 6.718 7.637  C68 1.092
114 H -7.042 1.353 10.785  C34 1.092
115 H -1.250 5.548 -2.921  C37 1.085
116 H 0.547 -5.627 1.269  O11 0.970
117 H -1.624 -2.767 -4.129  C62 1.093
118 H 2.989 2.366 8.388  C57 1.084
119 H 1.277 -1.672 -5.333  C43 1.086
120 H -5.209 0.604 8.652  C67 1.088
121 H -1.382 3.856 -3.389  C37 1.091
122 H -0.313 4.814 9.890  C59 1.088
123 H 4.437 3.295 6.417  C39 1.087
124 H 3.251 -3.032 2.473  C38 1.087
125 H 3.177 -1.221 -7.122  C47 1.086
126 H -2.278 3.946 7.953  C41 1.087
127 H 3.274 1.900 -7.387  C49 1.086
128 H 2.041 4.857 -5.098  C46 1.087
129 H -0.192 -2.858 1.115  C35 1.099
130 H -0.293 -1.205 -12.781  C50 1.089
131 H -4.799 3.219 11.722  C54 1.090
132 H -1.419 -0.462 -11.646  C50 1.092
133 H 3.129 3.602 -4.520  C46 1.087
134 H 0.873 -1.578 0.612  C35 1.083
135 H -0.806 1.319 -13.234  C33 1.088
136 H -6.381 3.700 11.051  C54 1.087
137 H 1.906 0.436 7.505  C44 1.089
138 H 2.517 -1.526 1.988  C38 1.090
139 H 1.586 -0.882 -11.214  C32 1.089
140 H -1.453 -3.192 -0.388  N29 1.032
141 H 3.320 -0.350 8.250  C44 1.087
142 H -2.847 -5.329 -2.392  O23 0.963
143 H -2.591 5.083 6.644  C41 1.089
144 H 4.366 1.522 4.422  C66 1.088